1.
{"formula": "C17H17N7O2S", "method": "ωB97M-V/def2-TZVPD", "symbols": ["N", "C", "N", "C", "N", "C", "C", "O", "N", "C", "C", "S", "N", "C", "C", "C", "C", "C", "C", "C", "C", "C", "N", "C", "C", "O", "N", "H", "H", "H", "H", "H", "H", "H", "H", "H", "H", "H", "H", "H", "H", "H", "H", "H"], "coordinates": [[-4.77518, -0.82185, -4.79479], [-3.52761, -1.08113, -4.49341], [-3.26529, -0.96927, -3.23344], [-1.97170, -1.01288, -2.82458], [-1.74364, -0.93646, -1.53293], [-0.52055, -1.14458, -1.00730], [-0.18397, -1.37454, 0.39757], [0.87378, -1.86200, 0.76478], [-1.18428, -1.26311, 1.35151], [-1.04320, -1.67110, 2.82006], [-0.21381, -0.84284, 3.79193], [-0.69447, -0.65825, 5.37718], [0.93043, -0.28403, 3.35084], [1.90741, 0.31738, 4.20291], [1.96558, 1.85591, 3.88290], [2.12762, 2.03970, 2.38435], [3.31848, 1.85990, 1.68477], [3.36719, 1.92492, 0.27482], [2.24257, 2.07798, -0.47301], [1.01229, 2.19700, 0.19411], [0.97724, 2.22866, 1.59406], [0.53832, -1.34605, -1.98199], [0.35923, -1.27681, -3.26392], [-0.93883, -1.05434, -3.68542], [-1.22863, -0.92056, -5.12121], [-0.41105, -0.54797, -5.94592], [-2.53869, -0.96585, -5.48960], [-5.38655, -0.74367, -3.96015], [-5.04180, -1.09776, -5.73065], [-2.10828, -0.99073, 1.00182], [-1.98722, -1.57023, 3.14453], [-0.66829, -2.68021, 2.78120], [1.26612, -0.55445, 2.43148], [1.69804, 0.22311, 5.22615], [2.96844, -0.09912, 3.97601], [2.89616, 2.40157, 4.26526], [1.10509, 2.28671, 4.28095], [4.27802, 1.86354, 2.20561], [4.37112, 1.87492, -0.24459], [2.26550, 2.03487, -1.55318], [0.15217, 2.35442, -0.42825], [0.07063, 2.23117, 2.13384], [1.44567, -1.55352, -1.52605], [-2.70405, -0.44846, -6.22824]], "forces_ev_per_a": [[-2.1, -0.4, -1.3], [2.4, 2.6, 1.3], [-0.3, -1.2, 0.5], [-0.7, 0.5, 0.3], [0.8, -0.5, 4.2], [-0.6, 0.2, -5.0], [-1.7, -1.1, 3.6], [0.9, 0.5, -0.8], [0.3, 0.9, -0.5], [2.7, 0.8, -3.1], [1.0, 0.9, 0.3], [-0.4, -0.4, -0.6], [-0.6, -1.4, -0.2], [3.0, 1.6, -1.6], [3.4, -0.4, -1.1], [-1.0, -0.3, -1.1], [0.6, 1.0, -0.2], [2.2, -0.2, 0.5], [-1.4, -0.3, 0.1], [0.9, 0.5, 0.4], [0.9, -0.7, -0.8], [-2.1, 0.5, 1.7], [-1.4, 0.5, -1.1], [3.0, -1.4, -0.7], [2.2, 1.4, -0.7], [-0.1, -0.6, 0.3], [-0.8, -3.9, 5.4], [0.4, -0.3, -1.4], [-0.9, 0.2, 0.4], [0.6, -0.1, 0.4], [-3.3, -0.3, 1.4], [0.0, -0.5, 0.4], [-0.3, 0.0, 0.0], [-0.4, -0.6, 1.2], [-1.9, 0.3, 0.3], [-1.3, -1.1, 0.4], [-1.5, 1.0, 0.4], [-0.3, -0.4, 0.1], [-1.3, -0.1, 0.8], [0.1, 0.2, 0.0], [-0.6, -0.1, 0.1], [-1.2, 0.4, 0.2], [2.1, -0.5, 0.1], [-1.3, 2.8, -4.9]], "nbo_charge": [-0.778, 0.603, -0.547, 0.325, -0.379, 0.097, 0.629, -0.625, -0.601, -0.268, 0.141, -0.200, -0.582, -0.216, -0.422, -0.039, -0.174, -0.221, -0.229, -0.214, -0.211, 0.036, -0.311, -0.005, 0.631, -0.555, -0.600, 0.439, 0.398, 0.416, 0.229, 0.237, 0.435, 0.242, 0.201, 0.217, 0.220, 0.201, 0.216, 0.219, 0.214, 0.209, 0.215, 0.407], "gap_ev": 7.28, "de_lowest_kcal_mol": 40.6, "smiles": "Nc1nc2nc(C(=O)NCC(=S)NCCc3ccccc3)cnc2c(=O)[nH]1", "max_force_ev_per_a": 6.69}



2.
{"formula": "C4H16NO4", "method": "ωB97M-V/def2-TZVPD", "symbols": ["C", "O", "C", "C", "C", "O", "N", "H", "H", "H", "H", "H", "H", "H", "H", "H", "H", "H", "H", "H", "H", "O", "H", "H", "O"], "coordinates": [[1.26397, -1.33415, -1.71131], [0.89696, -1.00729, -3.05506], [0.21307, -0.89882, -0.73107], [0.76387, -1.03261, 0.69480], [-0.27517, -0.85669, 1.78038], [-0.89642, 0.40022, 1.46621], [-0.16525, 0.51856, -0.97789], [2.13117, -0.68827, -1.57610], [1.52730, -2.38634, -1.63640], [0.25361, -1.62855, -3.41361], [-0.73047, -1.43510, -0.66357], [1.51983, -0.27377, 0.88781], [1.27681, -1.97944, 0.90101], [0.10234, -0.77427, 2.79763], [-1.11289, -1.56046, 1.76024], [-1.38088, 0.93365, 2.10778], [0.21826, 1.05094, -0.20424], [0.07466, 0.87307, -1.90666], [-1.19621, 0.61505, -0.92090], [1.15487, 1.69492, 3.42121], [1.92553, 2.67507, 2.54220], [1.57232, 1.77916, 2.55715], [-3.34070, 1.98202, -1.18966], [-3.42509, 1.24610, 0.17192], [-2.79461, 1.58661, -0.49101]], "forces_ev_per_a": [[-0.4, 0.5, -1.4], [0.0, 0.0, -0.1], [0.0, -0.6, 1.6], [0.5, 0.0, 1.1], [-1.7, 1.5, 0.3], [0.2, 0.6, -1.0], [-0.3, -0.2, -0.3], [0.3, -0.3, 0.4], [0.0, 0.0, 0.3], [-0.1, -0.1, 0.2], [0.0, -0.5, -1.0], [0.2, 0.2, -0.1], [-0.2, -0.2, -0.6], [0.5, -0.5, -0.1], [0.5, -0.6, 0.0], [0.1, -0.7, 0.5], [-0.1, 0.7, 0.0], [0.4, -0.2, 0.0], [-0.4, 0.4, 0.3], [0.0, 0.0, 0.0], [0.0, 0.0, 0.0], [0.1, 0.0, 0.0], [-0.1, 0.0, 0.0], [0.1, -0.1, 0.0], [0.2, 0.0, -0.1]], "lowdin_spin": [0.033, 0.041, 0.059, 0.023, 0.059, 0.129, 0.051, 0.004, 0.005, 0.013, 0.038, 0.004, 0.004, 0.008, 0.018, 0.043, 0.025, 0.037, 0.036, 0.009, 0.005, 0.030, 0.056, 0.078, 0.188], "gap_ev": [2.89, 10.95], "de_lowest_kcal_mol": 0.0, "max_force_ev_per_a": 2.28, "multiplicity": 2, "s_squared": 0.750}



3.
{"formula": "C45H47GeN3SSiV", "method": "ωB97M-V/def2-TZVPD", "symbols": ["V", "N", "C", "C", "C", "N", "H", "H", "H", "H", "H", "H", "H", "H", "H", "H", "N", "S", "C", "C", "C", "C", "C", "C", "C", "C", "C", "C", "C", "C", "H", "H", "H", "H", "H", "H", "H", "H", "H", "H", "H", "C", "C", "C", "C", "C", "C", "Si", "C", "C", "C", "C", "C", "C", "H", "H", "H", "H", "H", "H", "H", "H", "H", "H", "H", "C", "C", "C", "C", "C", "C", "Ge", "C", "C", "C", "C", "C", "C", "C", "C", "C", "C", "C", "C", "H", "H", "H", "H", "H", "H", "H", "H", "H", "H", "H", "H", "H", "H", "H"], "coordinates": [[0.00695, 0.15263, -0.13170], [-0.11127, 0.09706, 2.19654], [0.07713, -1.22274, 2.87625], [-0.88405, -2.27242, 2.34806], [-0.68310, -2.64866, 0.89067], [-1.17248, -1.55758, -0.02925], [0.56327, 0.76197, 2.56294], [-1.02043, 0.48557, 2.44825], [-0.05446, -1.11702, 3.95047], [1.10277, -1.54935, 2.70530], [-1.91642, -1.93689, 2.49984], [-0.76682, -3.17452, 2.94717], [-1.21757, -3.56398, 0.66249], [0.36924, -2.83143, 0.67997], [-2.07371, -1.23230, 0.32931], [-1.39021, -1.93785, -0.94956], [1.83353, 0.58655, -0.42033], [2.87103, -0.44462, 0.31721], [4.14226, 0.52634, 1.05249], [4.91883, 1.36722, 0.26211], [5.91232, 2.10425, 0.87951], [6.12459, 1.98236, 2.25336], [5.34183, 1.13318, 3.02294], [4.33008, 0.39420, 2.42149], [3.72905, -1.31570, -0.96229], [3.57828, -0.94925, -2.28888], [4.30633, -1.64969, -3.24281], [5.14557, -2.68644, -2.85942], [5.27317, -3.03874, -1.51811], [4.55889, -2.35251, -0.55121], [2.25645, 1.26272, -1.05386], [4.76969, 1.43728, -0.81112], [6.53245, 2.76724, 0.28847], [6.91642, 2.55273, 2.72383], [5.51627, 1.04202, 4.08782], [3.71198, -0.27695, 3.00873], [2.91870, -0.14352, -2.59130], [4.21219, -1.37937, -4.28756], [5.70490, -3.22944, -3.61114], [5.93024, -3.84795, -1.22529], [4.66249, -2.61207, 0.49851], [-4.18291, -1.55390, -4.46141], [-4.17628, -1.03564, -3.17277], [-2.98923, -0.56228, -2.62484], [-1.78980, -0.59699, -3.34030], [-1.81957, -1.13515, -4.63583], [-3.00331, -1.60038, -5.19438], [-0.14312, -0.04938, -2.65814], [0.77756, 1.26795, -3.59121], [1.23311, 1.01288, -4.88925], [1.93902, 1.97318, -5.60121], [2.21006, 3.21016, -5.02574], [1.77003, 3.48648, -3.73783], [1.05792, 2.52132, -3.03025], [-5.10629, -1.92072, -4.89513], [-5.09672, -0.98250, -2.60278], [-3.02140, -0.11125, -1.63842], [-0.90695, -1.19711, -5.22514], [-3.00542, -2.00072, -6.20133], [0.69760, -1.27798, -2.74846], [1.04262, 0.05117, -5.35738], [2.27408, 1.75904, -6.60911], [2.75893, 3.95806, -5.58472], [1.96139, 4.45474, -3.28799], [0.68814, 2.78019, -2.03909], [1.19195, 5.90762, 0.49373], [0.05808, 5.99851, -0.30372], [-0.72786, 4.87397, -0.53741], [-0.38970, 3.64832, 0.03927], [0.76123, 3.56858, 0.83365], [1.54785, 4.69003, 1.06379], [-1.57417, 2.13572, -0.26056], [-2.55008, 1.75354, 1.39681], [-2.40605, 2.58733, 2.50918], [-3.12198, 2.33442, 3.67883], [-3.97952, 1.24414, 3.75556], [-4.13862, 0.40568, 2.65591], [-3.42807, 0.66270, 1.48783], [-2.84916, 2.55850, -1.63921], [-4.19913, 2.68564, -1.30815], [-5.13229, 2.99454, -2.29302], [-4.72489, 3.17282, -3.60853], [-3.38008, 3.05819, -3.94237], [-2.44592, 2.75507, -2.96246], [1.79829, 6.78710, 0.67517], [-0.21864, 6.94888, -0.74632], [-1.60951, 4.95585, -1.16406], [1.05818, 2.62823, 1.28137], [2.43288, 4.61944, 1.68669], [-1.74271, 3.44383, 2.46577], [-3.01422, 2.99829, 4.52951], [-4.53779, 1.05559, 4.66498], [-4.82913, -0.42947, 2.70339], [-3.61815, 0.03526, 0.61877], [-4.53547, 2.55398, -0.28783], [-6.17718, 3.10133, -2.02856], [-5.45431, 3.41068, -4.37354], [-3.05898, 3.20292, -4.96801], [-1.40030, 2.67168, -3.24226]], "forces_ev_per_a": [[0.1, -0.1, 0.5], [0.1, -0.4, -0.2], [0.0, 0.2, -0.2], [-0.1, 0.1, 0.0], [-0.2, 0.3, -0.1], [0.0, -0.6, 0.2], [0.1, 0.0, 0.1], [0.0, -0.1, 0.0], [0.0, 0.1, 0.1], [0.1, 0.0, 0.0], [0.0, 0.0, 0.0], [0.0, 0.0, 0.0], [-0.1, -0.1, 0.0], [0.1, 0.0, -0.1], [0.0, 0.0, 0.0], [0.0, -0.1, -0.1], [0.4, -0.3, 0.0], [-0.1, 0.1, -0.1], [0.0, 0.0, 0.0], [0.1, 0.0, 0.1], [0.0, 0.0, 0.0], [0.0, 0.0, 0.0], [0.0, 0.0, 0.0], [0.0, 0.1, 0.0], [0.0, 0.0, 0.0], [0.1, 0.0, -0.1], [0.0, 0.0, 0.0], [0.0, 0.0, 0.0], [0.0, 0.0, 0.0], [0.0, 0.0, 0.0], [0.0, 0.0, 0.0], [0.0, 0.0, 0.1], [0.0, 0.0, 0.1], [0.0, 0.0, 0.0], [0.0, 0.0, -0.1], [0.0, 0.0, -0.1], [0.0, -0.1, 0.0], [0.0, 0.0, 0.1], [0.0, 0.0, 0.0], [0.0, 0.0, 0.0], [0.0, 0.0, -0.1], [0.0, 0.0, 0.0], [0.1, 0.0, 0.0], [-0.1, 0.0, -0.1], [-0.1, -0.1, -0.2], [-0.1, 0.0, 0.0], [0.1, 0.0, 0.0], [-0.5, 0.3, 0.5], [0.2, 0.2, -0.1], [0.1, 0.0, 0.0], [0.0, 0.0, 0.0], [0.0, 0.0, 0.0], [-0.1, -0.1, 0.0], [0.1, 0.1, -0.1], [0.1, 0.0, 0.0], [0.0, 0.0, 0.0], [0.0, 0.0, 0.0], [-0.1, 0.0, 0.1], [0.0, 0.0, 0.1], [0.1, -0.2, 0.2], [0.0, 0.1, 0.0], [0.0, 0.0, 0.0], [0.0, 0.0, 0.0], [0.0, -0.1, 0.0], [0.1, -0.1, -0.1], [0.0, 0.0, 0.0], [0.0, 0.0, 0.0], [0.1, 0.0, 0.1], [0.3, 0.1, 0.2], [-0.1, 0.3, -0.1], [-0.1, 0.0, -0.1], [-0.2, 0.3, -0.2], [-0.3, -0.1, 0.1], [-0.1, -0.2, 0.1], [0.1, 0.0, 0.0], [0.0, 0.0, 0.0], [0.1, 0.0, -0.1], [-0.1, 0.2, 0.1], [-0.1, 0.0, -0.2], [0.0, 0.0, -0.2], [0.0, 0.0, 0.0], [0.0, 0.0, 0.0], [0.0, 0.0, 0.0], [-0.1, 0.0, 0.0], [0.0, 0.0, 0.0], [0.0, -0.1, 0.0], [0.0, 0.0, 0.0], [0.0, -0.1, 0.1], [-0.1, 0.0, 0.0], [0.0, 0.0, 0.0], [0.0, 0.0, -0.1], [0.0, 0.0, -0.1], [0.0, 0.1, 0.0], [0.0, 0.0, 0.0], [0.0, 0.0, 0.0], [0.0, 0.0, 0.0], [0.0, 0.0, 0.0], [0.0, 0.0, 0.1], [-0.2, 0.0, 0.0]], "lowdin_spin": [1.152, 0.004, 0.001, 0.000, 0.003, 0.003, 0.002, 0.000, 0.000, 0.000, 0.000, 0.000, 0.000, 0.000, 0.000, 0.004, -0.005, 0.004, 0.000, 0.000, 0.000, 0.000, 0.000, 0.000, 0.000, 0.000, 0.000, 0.000, 0.000, 0.000, 0.002, 0.000, 0.000, 0.000, 0.000, 0.000, 0.000, 0.000, 0.000, 0.000, 0.000, 0.000, 0.000, -0.001, -0.007, -0.002, 0.000, -0.032, -0.001, -0.001, 0.000, 0.000, 0.000, 0.001, 0.000, 0.000, -0.001, 0.000, 0.000, -0.004, 0.000, 0.000, 0.000, 0.000, 0.001, -0.002, 0.000, -0.004, -0.014, -0.001, 0.000, -0.058, -0.015, -0.005, 0.000, -0.003, 0.000, -0.003, -0.007, -0.003, 0.000, -0.003, 0.000, -0.002, 0.000, 0.000, 0.000, 0.000, 0.000, 0.000, 0.000, 0.000, 0.000, 0.000, 0.000, 0.000, 0.000, 0.000, 0.000], "total_charge": 2, "gap_ev": [7.25, 7.61], "de_lowest_kcal_mol": 16.2, "max_force_ev_per_a": 0.80, "multiplicity": 2, "s_squared": 0.817}



4.
{"formula": "C23H21ClN7O2PdS", "method": "ωB97M-V/def2-TZVPD", "symbols": ["Pd", "O", "C", "N", "C", "C", "C", "C", "C", "C", "N", "C", "O", "C", "C", "C", "C", "C", "N", "C", "C", "C", "C", "C", "N", "H", "H", "H", "H", "H", "H", "H", "H", "H", "H", "H", "H", "C", "C", "C", "N", "N", "C", "N", "S", "H", "H", "H", "H", "H", "H", "H", "Cl", "C", "H", "H"], "coordinates": [[-0.68962, -0.24167, -0.15803], [0.48064, -3.75134, 1.92324], [0.10071, -2.66525, 1.54064], [0.42578, -2.03736, 0.35998], [1.25102, -2.57142, -0.56834], [1.90213, -3.83190, -0.51378], [2.77799, -4.17972, -1.50089], [3.06959, -3.31270, -2.59334], [2.46985, -2.09850, -2.69798], [1.53136, -1.70395, -1.70319], [0.92261, -0.52258, -1.64741], [1.18017, 0.59288, -2.41288], [1.48790, 0.65114, -3.58036], [1.05787, 1.83545, -1.55560], [1.47069, 3.06524, -2.02615], [1.41701, 4.15155, -1.16530], [0.95645, 3.96488, 0.12772], [0.54460, 2.70175, 0.51603], [0.59703, 1.65737, -0.30959], [-0.84680, -1.87786, 2.42351], [-1.31301, -2.47485, 3.57993], [-2.19819, -1.77647, 4.38410], [-2.57831, -0.50003, 4.00511], [-2.06261, 0.02951, 2.83725], [-1.20845, -0.64217, 2.05868], [1.70648, -4.49294, 0.31126], [3.27011, -5.14331, -1.44730], [3.76968, -3.63123, -3.35475], [2.66316, -1.43777, -3.52994], [1.83356, 3.13959, -3.04297], [1.73866, 5.13060, -1.49674], [0.91401, 4.78374, 0.83325], [0.15763, 2.51330, 1.50881], [-0.97015, -3.47094, 3.81583], [-2.58855, -2.22360, 5.28940], [-3.26863, 0.08355, 4.59955], [-2.33134, 1.01913, 2.49540], [-3.45345, 5.50214, 1.08290], [-4.03737, 4.08763, 1.14758], [-3.39315, 3.15172, 0.17415], [-2.63037, 2.16805, 0.49513], [-2.16156, 1.46745, -0.60199], [-2.55896, 1.96994, -1.73802], [-2.14733, 1.51730, -2.94297], [-3.58652, 3.33623, -1.54918], [-3.97566, 6.15975, 1.77709], [-3.54892, 5.92993, 0.08294], [-2.39554, 5.49564, 1.34909], [-5.11179, 4.11721, 0.96229], [-3.89049, 3.65687, 2.13729], [-1.49555, 0.75431, -2.97967], [-2.53717, 1.86289, -3.79988], [-2.85982, -1.74922, -0.51598], [-1.77982, -1.64188, -1.86904], [-2.25569, -1.24549, -2.75383], [-1.18126, -2.53260, -1.99235]], "forces_ev_per_a": [[0.8, 0.5, 0.5], [0.1, -0.1, 0.0], [-0.1, 0.1, 0.0], [-0.2, -0.1, 0.2], [0.1, -0.1, 0.0], [-0.1, 0.1, 0.0], [0.1, 0.0, -0.2], [0.0, -0.2, 0.1], [-0.1, 0.1, 0.1], [0.1, -0.1, 0.0], [-0.4, 0.5, -0.5], [0.2, -0.1, 0.3], [0.0, -0.1, -0.1], [-0.1, -0.2, 0.1], [0.0, 0.1, -0.1], [0.0, 0.0, 0.0], [0.0, 0.1, 0.0], [0.0, -0.2, -0.1], [0.0, 0.2, 0.2], [0.1, 0.1, -0.1], [0.0, 0.0, 0.1], [0.0, 0.0, 0.0], [0.0, 0.0, 0.1], [0.2, 0.1, -0.1], [-0.3, 0.1, -0.1], [0.0, 0.0, 0.0], [0.0, 0.0, 0.0], [0.0, 0.0, 0.0], [0.0, 0.0, 0.0], [0.0, 0.0, 0.0], [0.0, 0.0, 0.0], [0.0, 0.0, 0.0], [0.0, 0.0, 0.0], [0.0, 0.0, 0.0], [0.0, 0.0, 0.0], [0.0, 0.0, 0.0], [0.0, 0.0, 0.0], [0.0, 0.0, 0.0], [0.1, 0.0, 0.0], [0.0, 0.0, 0.0], [0.0, -0.1, -0.3], [0.0, 0.0, 0.3], [0.3, -0.1, -0.2], [-0.2, 0.1, 0.2], [-0.2, 0.2, -0.1], [0.0, 0.0, 0.0], [0.0, 0.0, 0.0], [0.0, 0.0, 0.0], [0.0, 0.0, 0.0], [0.0, 0.0, 0.0], [0.0, -0.1, 0.0], [0.0, 0.0, 0.0], [-0.1, -0.2, -0.2], [-0.6, -0.6, -0.2], [0.0, 0.2, 0.0], [0.2, 0.0, 0.1]], "lowdin_spin": [1.521, 0.070, 0.036, 0.253, 0.145, 0.008, 0.105, 0.075, 0.031, 0.139, 0.325, 0.041, 0.073, 0.006, 0.006, -0.004, 0.007, 0.006, 0.114, 0.004, 0.004, -0.002, 0.004, 0.003, 0.073, -0.002, 0.005, 0.003, 0.000, 0.001, 0.000, 0.001, 0.001, 0.001, 0.000, 0.000, 0.000, 0.000, 0.000, 0.002, 0.003, 0.058, 0.003, 0.000, 0.005, 0.000, 0.000, 0.000, 0.000, 0.000, 0.001, 0.000, 0.231, 0.588, 0.030, 0.025], "total_charge": 1, "gap_ev": [7.44, 6.54], "de_lowest_kcal_mol": 10.7, "max_force_ev_per_a": 1.04, "multiplicity": 5, "s_squared": 6.031}